The following is a DFT calculation (ωB97M-V with the def2-TZVPD basis set) of a molecular structure, H4O2Sn.

Computed properties:
2S+1: 2
Kohn-Sham gap (alpha / beta): 0.2217 / 0.3856 Eh
E_tot: -366.8711 hartree
charge: +1
highest occupied orbital energy (alpha / beta): -12.12 / -16.42 eV
relative energy (zero: lowest compared OMol25 entry of this formula, charge and spin): 7.92 kJ/mol

Each line ends with the Mulliken charge.
Geometry (Å):
Sn (0.7077, -0.1957, 0.2861)  0.8323
O (-0.1885, -2.4601, -1.4351)  -0.5329
H (-0.5258, -2.5301, -2.3282)  0.3067
H (-0.3486, -3.3216, -1.0499)  0.3147
O (0.0778, 2.4811, 1.3507)  -0.5445
H (-0.5587, 3.1961, 1.3576)  0.3023
H (0.8361, 2.8303, 1.8189)  0.3214

The following is a DFT calculation (ωB97M-V with the def2-TZVPD basis set) of a molecular structure, C35H52FeP4S in a non-equilibrium geometry.

Computed properties:
2S+1: 6
Kohn-Sham gap (alpha / beta): 0.2767 / 0.1741 Eh
E_tot: -4391.0486 hartree
charge: +3
highest occupied orbital energy (alpha / beta): -15.44 / -15.35 eV

Each line ends with the Mulliken charge.
Geometry (Å):
Fe (-0.1109, 1.2904, -2.6343)  -0.4444
P (2.0569, 1.5662, -0.0521)  1.3973
P (-1.2452, 1.9052, -0.9121)  1.6617
P (1.4493, 2.2049, -3.6071)  1.3582
H (0.1120, -1.4713, 0.4104)  -0.1725
C (0.4917, -2.2173, -0.2967)  0.3067
C (1.8378, -2.3674, -0.5189)  -0.8315
H (2.6254, -2.1857, 0.2433)  0.2654
C (2.2306, 0.8730, 1.6195)  -0.2191
C (1.9193, 3.3299, 0.4729)  -1.3075
C (3.7640, 1.5041, -0.7017)  -1.3451
C (-2.8847, 1.1960, -1.3730)  -1.6863
C (-1.4448, 1.9590, 0.8863)  -0.6289
C (-1.4227, 3.6787, -1.3435)  -1.6677
C (2.8774, 1.3955, -4.2800)  -1.1491
C (1.8851, 3.8237, -3.0068)  -1.6355
C (0.0038, 2.6161, -4.6910)  -1.4909
H (-0.2757, -2.7188, -0.9019)  0.3043
H (2.1742, -2.6279, -1.5258)  0.3065
H (2.3305, -0.2147, 1.5788)  0.1536
H (1.3578, 1.1495, 2.2306)  -0.4809
H (3.1241, 1.3293, 2.0675)  0.6408
H (1.0319, 3.4932, 1.0843)  0.3153
H (1.8825, 4.0297, -0.3572)  0.3252
H (2.7959, 3.5545, 1.0836)  0.5331
H (3.9123, 0.5246, -1.1702)  0.3342
H (4.4404, 1.6141, 0.1495)  0.5356
H (3.9669, 2.2953, -1.4316)  0.3789
H (-3.6745, 1.8927, -1.0627)  0.4924
H (-3.0208, 0.2322, -0.8612)  0.3924
H (-2.9945, 1.0167, -2.4545)  0.5860
H (-2.4216, 2.3847, 1.1553)  0.6993
H (-0.6877, 2.5464, 1.4026)  0.3195
H (-1.4206, 0.9457, 1.2952)  -0.6833
H (-2.3958, 4.0273, -0.9894)  0.5325
H (-1.3728, 3.8375, -2.4243)  0.4053
H (-0.6230, 4.2701, -0.8908)  0.2647
H (2.8389, 1.5260, -5.3691)  0.4711
H (2.8481, 0.3196, -4.0271)  0.3005
H (3.7633, 1.8913, -3.8500)  0.4309
H (2.0224, 4.3835, -3.9399)  0.6148
H (2.7987, 3.7541, -2.4150)  0.3939
H (1.0663, 4.2548, -2.4182)  0.2975
H (0.1668, 2.1813, -5.6858)  0.4383
H (0.0594, 3.7099, -4.7975)  0.5121
H (-1.0260, 2.3574, -4.3495)  0.3821
C (-0.6893, -1.4268, -4.7540)  0.3493
C (-1.6443, -1.4277, -5.7961)  -0.5109
C (-1.5657, -2.4498, -6.7269)  -0.6553
C (-0.4571, -3.3276, -6.6992)  -0.3765
C (0.5152, -3.2930, -5.6765)  -0.6619
C (0.3929, -2.3393, -4.6703)  -0.1193
S (-1.1226, -0.5453, -3.3666)  -0.2722
H (1.4330, 1.5094, -1.6876)  -0.2739
H (-2.4278, -0.6833, -5.7846)  0.4423
H (-2.3738, -2.5464, -7.4685)  0.3960
H (-0.3687, -4.1079, -7.4709)  0.3900
H (1.3522, -3.9926, -5.6408)  0.4217
H (1.0770, -2.2558, -3.8184)  0.2995
C (-2.1262, 1.5865, 6.5660)  -0.5413
C (-1.1539, 2.1231, 5.7116)  -0.7968
C (-0.6805, 1.3894, 4.6354)  0.0378
C (-1.1936, 0.1032, 4.3931)  0.3160
C (-2.1669, -0.4450, 5.2388)  -0.3665
C (-2.6201, 0.2944, 6.3276)  -0.7763
P (-0.5462, -0.8468, 2.9902)  1.8984
C (0.7400, -1.9318, 3.6209)  0.8811
C (1.3381, -2.8760, 2.7698)  -0.3618
C (2.4918, -3.5460, 3.1394)  -1.1385
C (3.0950, -3.2727, 4.3735)  -0.6217
C (2.4698, -2.3820, 5.2572)  -0.7474
C (1.3071, -1.7011, 4.8877)  -0.8087
C (-1.9328, -1.9045, 2.4119)  0.1699
C (-1.8395, -3.2993, 2.2480)  -0.4236
C (-2.8429, -3.9742, 1.5624)  -0.7494
C (-3.9756, -3.3120, 1.0937)  -0.6666
C (-4.0930, -1.9395, 1.3007)  -0.7343
C (-3.0945, -1.2293, 1.9683)  -0.4921
H (-2.4816, 2.1561, 7.4356)  0.4163
H (-0.7832, 3.1265, 5.8943)  0.4635
H (0.0784, 1.8145, 3.9756)  0.2192
H (-2.5706, -1.4413, 5.0378)  0.4850
H (-3.3813, -0.1255, 6.9842)  0.4446
H (0.9242, -3.0459, 1.7800)  0.5295
H (2.9383, -4.2749, 2.4678)  0.4893
H (4.0480, -3.7556, 4.6483)  0.4252
H (2.9077, -2.2090, 6.2466)  0.4369
H (0.8487, -0.9851, 5.5711)  0.4100
H (-0.9718, -3.8340, 2.6347)  0.6154
H (-2.7317, -5.0357, 1.3865)  0.4786
H (-4.7678, -3.8563, 0.5839)  0.4665
H (-4.9657, -1.3994, 0.9426)  0.4859
H (-3.2010, -0.1459, 2.1344)  0.5198

The following is a DFT calculation (ωB97M-V with the def2-TZVPD basis set) of 2 unconnected molecules or ions with the total composition C2HBrO2 in a non-equilibrium geometry.

Computed properties:
2S+1: 1
Kohn-Sham gap (alpha / beta): 0.2922 / 0.2918 Eh
E_tot: -2801.1883 hartree
highest occupied orbital energy (alpha / beta): -8.79 / -8.80 eV
relative energy (zero: lowest compared OMol25 entry of this formula, charge and spin): 125.39 kJ/mol

Each line ends with the Mulliken charge.
Geometry (Å):
C (1.5105, 0.9793, -0.0090)  0.6954
C (-1.5260, -0.6495, 0.4193)  -0.3336
O (0.7634, 1.7304, -0.4581)  -0.3475
O (2.1955, 0.1355, 0.3667)  -0.3442
Br (-0.6181, -2.0740, -0.1906)  0.0696
H (-2.3252, -0.1218, -0.1283)  0.2603

The following is a DFT calculation (ωB97M-V with the def2-TZVPD basis set) of a single C5H6N2 molecule in a non-equilibrium geometry.

Computed properties:
2S+1: 1
Kohn-Sham gap: 0.3972 Eh
E_tot: -303.5413 hartree
SMILES: N#C[C@H]1[C@H]2CCN21
highest occupied orbital energy: -9.90 eV
relative energy (zero: lowest compared OMol25 entry of this formula, charge and spin): 248.82 kJ/mol

Each line ends with the Mulliken charge.
Geometry (Å):
N (-1.0648, 2.2305, -1.4891)  -0.4352
C (-1.0031, 1.1178, -1.1784)  0.0293
C (-0.9846, -0.2876, -0.8057)  0.1946
C (0.2417, -1.0102, -0.3783)  -0.1085
C (1.2465, -0.0601, 0.2381)  -0.6133
C (0.0502, 0.3336, 1.1962)  -0.4624
N (-0.8352, -0.7057, 0.5942)  -0.5189
H (-1.7300, -0.8694, -1.3358)  0.3857
H (0.4215, -2.0071, -0.7730)  0.3584
H (1.9864, -0.5508, 0.8755)  0.3096
H (1.8055, 0.5130, -0.5165)  0.2606
H (0.2921, 0.0227, 2.2105)  0.2860
H (-0.4814, 1.2904, 1.2625)  0.3140

The following is a DFT calculation (ωB97M-V with the def2-TZVPD basis set) of a molecular structure, C21H46NOP3STi in a non-equilibrium geometry.

Computed properties:
2S+1: 1
Kohn-Sham gap (alpha / beta): 0.1981 / 0.1978 Eh
E_tot: -3227.8961 hartree
charge: +4
highest occupied orbital energy (alpha / beta): -19.33 / -19.33 eV

Each line ends with the Mulliken charge.
Geometry (Å):
Ti (0.1544, 0.5615, -0.5627)  -0.1010
P (-1.8299, 1.8919, -0.0793)  1.5569
P (-1.7507, -1.9763, 1.3876)  0.9118
P (1.9701, 2.1472, -0.7717)  1.2538
H (0.2341, -4.9385, -1.0231)  0.3882
C (-0.6350, -4.3786, -0.6852)  -1.0441
C (-0.3367, -3.3098, 0.3011)  -0.0265
H (0.4701, -3.5057, 1.0294)  0.5572
C (-2.9672, 1.5788, -1.4796)  -0.9049
C (-3.0014, 2.0676, 1.3243)  -1.3595
C (-1.2515, 3.6268, -0.2261)  -1.1985
C (-2.0646, -3.4288, 2.4287)  -1.5044
C (-2.0818, -0.8662, 2.9181)  -0.9390
C (-3.4359, -1.7393, 0.6555)  -1.2932
C (3.2846, 1.0233, -1.3596)  -1.2662
C (2.6871, 2.9096, 0.7277)  -1.2664
C (1.9084, 3.4952, -2.0095)  -1.3224
H (-1.3726, -5.1025, -0.3484)  0.3181
H (-0.0664, -2.4177, -0.2775)  -0.3150
H (-3.6539, 2.4241, -1.6166)  0.4704
H (-3.5414, 0.6590, -1.2901)  0.3121
H (-2.3862, 1.4255, -2.3982)  0.2195
H (-3.6974, 2.8970, 1.1184)  0.5595
H (-2.4579, 2.3028, 2.2520)  0.4135
H (-3.5912, 1.1536, 1.4736)  0.2890
H (-2.1328, 4.2825, -0.2246)  0.5659
H (-0.6669, 3.7920, -1.1386)  0.1937
H (-0.6176, 3.8810, 0.6388)  0.2930
H (-3.0984, -3.3919, 2.7847)  0.5477
H (-1.3688, -3.3858, 3.2737)  0.4294
H (-1.8717, -4.3159, 1.8254)  0.4440
H (-3.0916, -1.0737, 3.3211)  0.5900
H (-2.0340, 0.2060, 2.6861)  -0.2124
H (-1.3678, -1.0829, 3.7259)  0.4522
H (-4.1314, -2.4984, 1.0359)  0.5206
H (-3.3460, -1.8491, -0.4279)  0.3704
H (-3.8725, -0.7488, 0.8573)  0.3000
H (4.1205, 1.6287, -1.7350)  0.5164
H (2.9086, 0.3739, -2.1631)  0.3296
H (3.6259, 0.3963, -0.5249)  0.3322
H (3.6158, 3.4492, 0.4798)  0.5112
H (2.9103, 2.1254, 1.4671)  0.2899
H (1.9542, 3.6070, 1.1611)  0.3846
H (2.6455, 3.2916, -2.7959)  0.4331
H (2.1321, 4.4602, -1.5238)  0.4840
H (0.9122, 3.5358, -2.4647)  0.4194
C (0.6146, -0.1765, -4.1418)  1.1310
C (0.2196, 0.1536, -5.4607)  -0.5613
C (0.5483, -0.6987, -6.5160)  -0.6850
C (1.2817, -1.8660, -6.2762)  -0.5039
C (1.7355, -2.1386, -4.9910)  -0.7168
C (1.4274, -1.3135, -3.9041)  -0.3468
S (-0.0066, 0.9042, -2.8419)  -0.1144
H (-0.9855, -3.8277, -1.5522)  0.3353
H (-0.3501, 1.0881, -5.6191)  0.4140
H (0.2102, -0.4159, -7.4975)  0.4464
H (1.4987, -2.5625, -7.1154)  0.4146
H (2.3467, -3.0289, -4.8432)  0.4206
H (1.8119, -1.5492, -2.8962)  0.2325
C (1.9682, -0.0940, 4.7729)  -0.7795
N (1.6849, -0.4072, 3.3709)  0.2285
C (2.1675, -1.6279, 2.7571)  -0.6732
C (0.9719, 0.4608, 2.6146)  0.0202
C (0.4058, 1.6457, 3.2995)  -1.1285
O (0.8030, 0.2522, 1.3568)  0.4443
H (2.6257, -0.9045, 5.1289)  0.3307
H (1.0421, -0.0773, 5.3860)  0.3371
H (2.4990, 0.8762, 4.8770)  0.3441
H (1.3265, -2.2859, 2.4886)  0.0029
H (2.7831, -1.4069, 1.8738)  0.2320
H (2.7724, -2.0888, 3.5401)  0.4240
H (-0.1643, 2.2257, 2.5708)  -0.1962
H (-0.2386, 1.4066, 4.1448)  0.4661
H (1.1877, 2.2736, 3.7262)  0.5771

The following is a DFT calculation (ωB97M-V with the def2-TZVPD basis set) of 2 unconnected molecules or ions with the total composition C3H7O2.

Computed properties:
2S+1: 1
Kohn-Sham gap: 0.2737 Eh
E_tot: -269.0374 hartree
charge: -1
highest occupied orbital energy: -3.75 eV
relative energy (zero: lowest compared OMol25 entry of this formula, charge and spin): 6.80 kJ/mol

Each line ends with the Mulliken charge.
Geometry (Å):
C (1.0716, -2.3354, -1.6189)  -0.8318
H (0.6935, -2.9885, -2.4193)  0.2258
H (1.9401, -1.7695, -1.9870)  0.2033
H (1.3722, -2.9487, -0.7567)  0.2042
H (0.2806, -1.6350, -1.3128)  0.1992
O (-2.2520, 1.7500, 2.2310)  -0.7284
O (-2.0668, 0.8572, 0.1463)  -0.7169
C (-1.6352, 1.4526, 1.1714)  0.5200
C (-0.1311, 1.8403, 1.1390)  -0.7392
H (0.4572, 1.0027, 1.5500)  0.1499
H (0.2080, 2.0358, 0.1078)  0.2372
H (0.0621, 2.7386, 1.7492)  0.2766

The following is a DFT calculation (ωB97M-V with the def2-TZVPD basis set) of a molecular structure, C29H40Br4NO3Ru.

Computed properties:
2S+1: 5
Kohn-Sham gap (alpha / beta): 0.2712 / 0.2168 Eh
E_tot: -11800.2094 hartree
charge: +1
highest occupied orbital energy (alpha / beta): -10.44 / -11.38 eV

Each line ends with the Mulliken charge.
Geometry (Å):
Ru (-0.6048, -0.0759, 0.2293)  0.5933
C (0.3598, -1.7179, 1.3917)  -1.1433
C (0.4867, -0.5775, 2.2539)  0.5031
C (1.6251, 0.1762, 1.7377)  0.5426
C (2.2116, -0.6014, 0.7105)  -1.1099
C (1.4670, -1.7600, 0.4816)  0.9129
C (1.7378, -2.8801, -0.4864)  1.9461
C (2.4863, -3.9857, 0.2806)  -1.8288
C (0.4063, -3.4473, -1.0134)  -1.4409
C (2.6012, -2.4001, -1.6556)  -1.5282
C (2.0559, 1.6156, 1.9986)  2.1393
C (0.8473, 2.5745, 1.8485)  -1.3630
C (2.6920, 1.7970, 3.3865)  -1.9786
C (3.1175, 2.0455, 0.9726)  -2.1530
C (-0.1251, -0.6096, 3.6579)  1.5610
C (1.0285, -1.0234, 4.5920)  -1.6478
C (-0.7446, 0.7136, 4.1244)  -1.6437
C (-1.2128, -1.6900, 3.7877)  -2.0280
H (-0.2621, -2.5707, 1.6103)  0.6946
H (3.0956, -0.3292, 0.1578)  0.5967
H (1.9397, -4.2712, 1.1810)  0.3597
H (3.4782, -3.6424, 0.5769)  0.3559
H (2.5966, -4.8684, -0.3514)  0.4717
H (-0.0689, -4.0949, -0.2760)  0.3526
H (0.5722, -4.0337, -1.9174)  0.4499
H (-0.3002, -2.6431, -1.2490)  0.0335
H (3.5673, -2.0324, -1.3072)  0.3529
H (2.1054, -1.5973, -2.2042)  0.1622
H (2.7886, -3.2238, -2.3455)  0.4762
H (0.2734, 2.6596, 2.7654)  0.2374
H (0.1719, 2.2533, 1.0478)  0.0049
H (1.2025, 3.5697, 1.5802)  0.5030
H (2.0016, 1.5788, 4.1965)  0.3392
H (3.0177, 2.8328, 3.4921)  0.5069
H (3.5645, 1.1501, 3.4897)  0.3902
H (2.7435, 1.9507, -0.0460)  0.2363
H (4.0334, 1.4614, 1.0798)  0.4102
H (3.3738, 3.0907, 1.1460)  0.5355
H (1.8230, -0.2798, 4.6177)  0.2984
H (1.4609, -1.9707, 4.2633)  0.3430
H (0.6451, -1.1574, 5.6050)  0.4417
H (0.0002, 1.4803, 4.3196)  0.2715
H (-1.2841, 0.5454, 5.0564)  0.5568
H (-1.4589, 1.0845, 3.3867)  0.1858
H (-0.7965, -2.6946, 3.7001)  0.3872
H (-2.0001, -1.5647, 3.0510)  0.1387
H (-1.6644, -1.6158, 4.7767)  0.5202
Br (-7.5058, -0.9204, 0.3607)  -0.1145
C (-5.7840, -0.2729, -0.0006)  0.4079
C (-5.5990, 0.7488, -0.9808)  0.1879
Br (-7.0839, 1.5179, -1.8261)  -0.1041
C (-4.3297, 1.1867, -1.3068)  -0.2032
Br (-4.0079, 2.4796, -2.6335)  -0.0588
C (-3.2086, 0.6610, -0.6458)  0.6887
O (-1.9978, 1.0068, -0.8909)  -0.6850
C (-3.4012, -0.3423, 0.3796)  -0.0820
O (-2.3459, -0.7818, 0.9632)  -0.0699
C (-4.7008, -0.7998, 0.6708)  -0.4521
Br (-4.8716, -2.1305, 1.9834)  -0.0633
O (0.7086, 0.9627, -1.1519)  0.0362
C (0.5523, 1.0015, -2.3963)  0.4096
C (1.1127, 2.1536, -3.1754)  -1.2561
C (-0.0152, 2.9959, -3.8068)  -0.4616
C (-0.5087, 2.4575, -5.1500)  -0.8104
C (-1.2419, 1.1222, -5.0367)  -0.1698
C (-0.3506, 0.0051, -4.4953)  -1.0418
N (-0.1432, 0.0749, -3.0501)  0.3552
H (1.7832, 1.7785, -3.9536)  0.5044
H (1.6957, 2.7583, -2.4853)  0.3940
H (0.3590, 4.0103, -3.9450)  0.4754
H (-0.8549, 3.0578, -3.1086)  0.1685
H (0.3415, 2.3469, -5.8301)  0.3063
H (-1.1812, 3.1901, -5.5996)  0.3781
H (-1.5969, 0.8235, -6.0249)  0.3625
H (-2.1156, 1.2339, -4.3887)  -0.0333
H (0.6205, 0.0403, -4.9950)  0.3718
H (-0.7923, -0.9665, -4.7057)  0.5054
H (-0.5924, -0.6199, -2.4756)  0.1085

The following is a DFT calculation (ωB97M-V with the def2-TZVPD basis set) of 2 unconnected molecules or ions with the total composition C2H7N3O2 in a non-equilibrium geometry.

Computed properties:
2S+1: 1
Kohn-Sham gap: 0.2785 Eh
E_tot: -394.9619 hartree
highest occupied orbital energy: -7.89 eV
relative energy (zero: lowest compared OMol25 entry of this formula, charge and spin): 638.37 kJ/mol

Each line ends with the Mulliken charge.
Geometry (Å):
C (-1.1457, -0.0036, 0.2555)  0.2637
C (-1.4072, -1.2737, -0.4426)  -1.0337
N (2.5260, 0.2187, 0.7315)  -0.4550
O (-0.0007, 0.9672, -1.4352)  -0.5186
O (-2.0727, 0.9135, 0.2304)  -0.3884
N (0.8500, 0.9984, -0.4472)  0.0187
N (1.8143, 0.2005, -0.4887)  -0.1919
H (-1.7567, 1.7358, 0.6355)  0.4006
H (-0.4565, 0.0038, 1.0938)  0.3973
H (2.5909, 1.1613, 1.1141)  0.2437
H (3.4530, -0.1392, 0.5422)  0.2749
H (-1.9124, -1.9544, 0.2547)  0.3515
H (-2.0293, -1.1111, -1.3184)  0.3183
H (-0.4531, -1.7172, -0.7256)  0.3190